Entry 1:
The following is a DFT calculation (ωB97M-V with the def2-TZVPD basis set) of C27H23ClGeN2O3W as an isolated structure.

Last column: Löwdin charge in e.
Cartesian coordinates (Å):
W (1.035, -0.616, -0.928)  1.4486
O (3.053, 0.808, 4.058)  0.1203
C (3.204, 1.854, 3.246)  -0.2347
C (3.669, 3.040, 3.816)  0.0242
C (3.863, 4.152, 3.033)  -0.0165
C (3.599, 4.133, 1.653)  -0.0518
C (3.131, 2.985, 1.080)  -0.0194
C (2.915, 1.825, 1.861)  -0.0852
C (2.403, 0.643, 1.257)  -0.2988
O (1.968, 0.715, -0.057)  -0.2497
N (2.249, -0.511, 1.812)  0.0950
N (1.618, -1.403, 0.947)  -0.1085
C (1.398, -2.587, 1.447)  0.0279
C (0.742, -3.664, 0.780)  -0.1343
C (0.572, -4.892, 1.433)  0.0235
C (-0.068, -5.935, 0.790)  -0.0178
C (-0.548, -5.762, -0.505)  0.0034
C (-0.399, -4.551, -1.176)  0.0298
C (0.247, -3.531, -0.523)  -0.2570
O (0.419, -2.320, -1.139)  -0.2373
H (2.762, 0.022, 3.571)  0.0818
H (3.878, 3.048, 4.876)  0.1365
H (4.232, 5.060, 3.491)  0.1256
H (3.774, 5.014, 1.054)  0.1168
H (2.932, 2.950, 0.017)  0.1124
H (1.745, -2.743, 2.464)  0.1609
H (0.947, -5.014, 2.442)  0.1359
H (-0.196, -6.883, 1.292)  0.1288
H (-1.048, -6.582, -1.003)  0.1313
H (-0.773, -4.407, -2.181)  0.1383
Ge (-1.411, 0.259, -0.247)  0.9402
C (-1.509, 2.176, -0.142)  -0.3700
C (-0.464, 3.059, -0.401)  -0.1396
C (-0.665, 4.427, -0.280)  -0.0601
C (-1.908, 4.916, 0.097)  -0.0473
C (-2.955, 4.041, 0.351)  -0.0513
C (-2.762, 2.674, 0.226)  -0.1069
C (-2.556, -0.648, -1.487)  -0.3939
C (-3.015, -1.931, -1.178)  -0.1352
C (-3.843, -2.603, -2.065)  -0.0646
C (-4.206, -2.002, -3.264)  -0.0464
C (-3.755, -0.725, -3.576)  -0.0542
C (-2.932, -0.047, -2.689)  -0.1191
H (-1.375, -0.496, 1.101)  -0.0072
H (0.514, 2.696, -0.690)  0.0501
H (0.149, 5.111, -0.482)  0.1137
H (-2.062, 5.982, 0.188)  0.1192
H (-3.924, 4.422, 0.644)  0.1192
H (-3.594, 2.004, 0.419)  0.1094
H (-2.752, -2.397, -0.234)  0.0979
H (-4.220, -3.586, -1.815)  0.1149
H (-4.858, -2.523, -3.951)  0.1191
H (-4.055, -0.255, -4.502)  0.1180
H (-2.611, 0.962, -2.925)  0.1004
Cl (0.590, 0.796, -2.935)  0.6920
C (1.990, -0.307, -2.780)  -0.5316
H (2.924, 0.245, -2.766)  0.0514
H (1.940, -1.096, -3.523)  0.0518

- highest occupied orbital energy (eV) = -13.853
- net charge = +2
- E (eV) = -108343.3106
- HOMO-LUMO gap (eV) = 5.656
- energy above the lowest of the compared OMol25 structures with the same formula, charge and spin (eV) = 0.003

Entry 2:
The following is a DFT calculation (ωB97M-V with the def2-TZVPD basis set) of a 2-piece molecular cluster, C5H13BrSi overall in a non-equilibrium geometry.

Last column: Löwdin charge in e.
Cartesian coordinates (Å):
C (0.016, -0.739, 1.346)  -0.1502
C (-1.146, -2.486, -0.088)  -0.1077
C (0.959, -1.348, -0.895)  -0.1752
C (1.423, 4.411, -0.104)  0.0816
C (-0.281, -1.067, -0.195)  -0.7777
Si (-1.345, 0.412, -0.782)  0.3341
Br (-3.344, 0.524, 0.144)  0.2781
H (-0.954, -0.496, 1.796)  0.0365
H (0.667, -1.505, 2.022)  0.1333
H (0.722, 0.072, 1.371)  0.0426
H (-2.060, -2.266, 0.650)  0.0818
H (-0.469, -3.237, 0.240)  0.0430
H (-1.693, -2.831, -1.039)  0.0826
H (1.417, -0.383, -1.046)  0.0531
H (1.782, -1.885, -0.257)  0.1253
H (0.695, -1.797, -1.923)  0.1132
H (0.970, 3.381, 0.275)  0.0191
H (2.440, 4.557, -0.348)  -0.0384
H (0.757, 5.056, -0.525)  -0.0690
H (-0.556, 1.627, -0.641)  -0.1060

- highest occupied orbital energy (alpha / beta) (eV) = -7.583 / -9.037
- E (eV) = -83311.9614
- HOMO-LUMO gap (alpha / beta) (eV) = 7.634 / 8.206
- energy above the lowest of the compared OMol25 structures with the same formula, charge and spin (eV) = 6.412

Entry 3:
The following is a DFT calculation (ωB97M-V with the def2-TZVPD basis set) of one molecule with the formula C6H10O in a non-equilibrium geometry.

Last column: Löwdin charge in e.
Cartesian coordinates (Å):
C (1.211, 1.827, 0.138)  0.0370
C (0.374, 1.063, -0.596)  -0.3897
C (-0.111, 1.579, -1.926)  -0.0813
C (-0.137, -0.200, -0.056)  -0.0849
C (0.246, -0.839, 1.071)  -0.0818
C (-0.342, -2.135, 1.400)  -0.2282
O (-1.612, -2.731, 0.801)  -0.0962
H (1.502, 2.858, -0.118)  0.0639
H (1.521, 1.583, 1.163)  0.0592
H (-1.226, 1.618, -1.783)  0.0912
H (0.240, 0.959, -2.835)  0.1097
H (0.264, 2.617, -2.023)  0.0716
H (-1.051, -0.442, -0.660)  0.1211
H (1.249, -0.554, 1.392)  0.1164
H (-0.300, -2.378, 2.442)  0.0979
H (0.229, -2.958, 0.877)  0.1362
H (-2.056, -1.868, 0.713)  0.0578

- highest occupied orbital energy (eV) = -8.612
- SMILES string = C=C(C)/C=C/CO
- E (eV) = -8428.8431
- HOMO-LUMO gap (eV) = 9.112
- energy above the lowest of the compared OMol25 structures with the same formula, charge and spin (eV) = 2.397

Entry 4:
The following is a DFT calculation (ωB97M-V with the def2-TZVPD basis set) of an isolated ion of composition C6H14N3 and charge +1 in a non-equilibrium geometry.

Last column: Löwdin charge in e.
Cartesian coordinates (Å):
C (0.780, 1.004, -2.032)  0.0882
C (0.412, 0.568, -0.828)  -0.2609
N (0.702, -0.773, -0.273)  0.1603
C (1.418, -1.737, -0.680)  -0.0410
C (1.677, -2.900, 0.146)  -0.0237
N (-0.162, 1.268, 0.273)  -0.1614
C (-0.820, 2.631, 0.094)  0.0120
N (-0.632, 0.506, 1.363)  -0.1081
C (-1.977, -0.029, 1.080)  -0.0721
H (0.574, 2.019, -2.346)  0.0589
H (1.364, 0.349, -2.782)  0.1030
H (0.216, -0.814, 0.593)  0.0909
H (2.044, -1.662, -1.609)  0.1706
H (1.113, -3.877, -0.045)  0.1399
H (1.193, -2.784, 1.145)  0.1073
H (2.667, -3.187, 0.343)  0.0815
H (-0.812, 3.263, 0.925)  0.0648
H (-0.273, 3.225, -0.741)  0.1207
H (-1.834, 2.493, -0.199)  0.0678
H (-0.733, 1.202, 2.096)  0.1300
H (-2.651, 0.555, 0.511)  0.0663
H (-1.949, -1.062, 0.775)  0.0641
H (-2.317, -0.258, 2.191)  0.1410

- highest occupied orbital energy (eV) = -12.163
- SMILES string = C=C(/[NH+]=C/C)N(C)NC
- net charge = +1
- E (eV) = -10909.5622
- HOMO-LUMO gap (eV) = 7.675
- energy above the lowest of the compared OMol25 structures with the same formula, charge and spin (eV) = 3.572

Entry 5:
The following is a DFT calculation (ωB97M-V with the def2-TZVPD basis set) of a 3-piece molecular cluster, C4H10NO2 overall in a non-equilibrium geometry.

Last column: Löwdin charge in e.
Cartesian coordinates (Å):
C (-1.411, -2.383, -0.853)  -0.4145
C (0.331, 1.363, -0.698)  -0.0051
C (-1.269, 0.941, 0.992)  0.1402
C (0.988, 0.427, 1.480)  0.0606
N (-0.114, 0.880, 0.552)  -0.2144
O (-1.773, -3.304, -1.404)  0.2818
O (-1.100, -1.345, -0.460)  0.1617
H (1.723, -1.983, -2.228)  0.0585
H (0.864, 0.693, -1.370)  0.1006
H (-0.474, 1.851, -1.299)  0.1393
H (1.087, 2.029, -0.329)  0.1093
H (-1.656, 0.532, 1.896)  0.1305
H (-2.074, 1.210, 0.347)  0.1252
H (1.277, -1.729, -1.762)  0.0136
H (1.799, 1.091, 1.682)  0.1072
H (0.520, 0.208, 2.440)  0.1091
H (1.282, -0.483, 1.013)  0.0965

- highest occupied orbital energy (eV) = -16.657
- net charge = +1
- E (eV) = -9887.0529
- HOMO-LUMO gap (eV) = 12.090
- energy above the lowest of the compared OMol25 structures with the same formula, charge and spin (eV) = 2.535

Entry 6:
The following is a DFT calculation (ωB97M-V with the def2-TZVPD basis set) of CH2N2O3 as an isolated structure in a non-equilibrium geometry.

Last column: Löwdin charge in e.
Cartesian coordinates (Å):
C (-0.680, 0.126, -0.255)  -0.0324
N (-1.138, -0.952, 0.385)  -0.0896
N (1.071, 0.621, 0.185)  -0.3291
O (-0.694, -2.081, 0.277)  0.0518
O (1.515, 0.032, 1.109)  0.1180
O (1.454, 1.393, -0.662)  0.0792
H (-1.118, 0.975, 0.193)  0.1012
H (-0.410, -0.114, -1.232)  0.1010

- highest occupied orbital energy (alpha / beta) (eV) = -9.950 / -9.329
- E (eV) = -10184.7940
- HOMO-LUMO gap (alpha / beta) (eV) = 8.157 / 7.795
- energy above the lowest of the compared OMol25 structures with the same formula, charge and spin (eV) = 5.302

> Among the records above, which one has the lowest E?

C27H23ClGeN2O3W

> What is the E in the second record?

-83311.9614 eV

What did the fourth record say?
The following is a DFT calculation (ωB97M-V with the def2-TZVPD basis set) of an isolated ion of composition C6H14N3 and charge +1 in a non-equilibrium geometry.

Last column: Löwdin charge in e.
Cartesian coordinates (Å):
C (0.780, 1.004, -2.032)  0.0882
C (0.412, 0.568, -0.828)  -0.2609
N (0.702, -0.773, -0.273)  0.1603
C (1.418, -1.737, -0.680)  -0.0410
C (1.677, -2.900, 0.146)  -0.0237
N (-0.162, 1.268, 0.273)  -0.1614
C (-0.820, 2.631, 0.094)  0.0120
N (-0.632, 0.506, 1.363)  -0.1081
C (-1.977, -0.029, 1.080)  -0.0721
H (0.574, 2.019, -2.346)  0.0589
H (1.364, 0.349, -2.782)  0.1030
H (0.216, -0.814, 0.593)  0.0909
H (2.044, -1.662, -1.609)  0.1706
H (1.113, -3.877, -0.045)  0.1399
H (1.193, -2.784, 1.145)  0.1073
H (2.667, -3.187, 0.343)  0.0815
H (-0.812, 3.263, 0.925)  0.0648
H (-0.273, 3.225, -0.741)  0.1207
H (-1.834, 2.493, -0.199)  0.0678
H (-0.733, 1.202, 2.096)  0.1300
H (-2.651, 0.555, 0.511)  0.0663
H (-1.949, -1.062, 0.775)  0.0641
H (-2.317, -0.258, 2.191)  0.1410

- highest occupied orbital energy (eV) = -12.163
- SMILES string = C=C(/[NH+]=C/C)N(C)NC
- net charge = +1
- E (eV) = -10909.5622
- HOMO-LUMO gap (eV) = 7.675
- energy above the lowest of the compared OMol25 structures with the same formula, charge and spin (eV) = 3.572

> Which of these has the lowest energy above the lowest of the compared OMol25 structures with the same formula, charge and spin?

C27H23ClGeN2O3W